A 12-piece molecular cluster, C40H101BN7O19 overall, computed with ωB97M-V/def2-TZVPD.

As for the orbital gap: 8.17 eV. As for the energy above the lowest of the compared OMol25 structures with the same formula, charge and spin: 27.73 kcal per mole. For the molecular weight, the calculation gives 995.09 g mol⁻¹. Its charge is -1.

Geometry (Å):
1 O -1.397042 -3.476253 0.642787
2 C -1.073800 -2.420555 0.219461
3 O -1.564790 -1.846743 -0.873062
4 B -0.974684 -0.527539 -1.061619
5 O 0.067099 -0.449862 -0.030509
6 C 0.003356 -1.457087 0.807933
7 O 0.710664 -1.664830 1.752834
8 O -1.965536 0.575995 -0.852949
9 C -2.032280 1.339910 -1.914534
10 O -2.778139 2.266752 -2.069329
11 C -1.066356 0.763808 -2.964946
12 O -0.428339 -0.240754 -2.393214
13 O -0.863216 1.152858 -4.078851
14 C 0.178434 4.629228 -0.782215
15 C -0.779813 5.386557 -1.708547
16 C -0.609385 4.997747 -3.176825
17 O 0.757502 4.878905 -3.595399
18 C 1.443333 6.081865 -3.735174
19 N -2.179730 5.196162 -1.318318
20 H -0.078747 3.567885 -0.732432
21 H 0.163864 5.098063 0.199402
22 H 1.217291 4.687221 -1.120636
23 H -0.536291 6.453864 -1.640936
24 H -1.034750 5.783922 -3.812937
25 H -1.034383 4.009495 -3.359690
26 H 1.155498 6.703085 -4.600249
27 H 2.517917 5.921603 -3.800786
28 H 1.255611 6.767218 -2.896497
29 H -2.292118 5.454213 -0.338126
30 H -2.317302 4.202837 -1.470155
31 C -1.714374 1.642777 4.169297
32 C -1.205745 0.382256 4.885825
33 C -1.624784 -0.889752 4.171359
34 O -2.973370 -1.269496 4.320242
35 C -3.287489 -2.434205 3.588977
36 N 0.252306 0.452832 4.959837
37 H -1.485265 1.528360 3.111306
38 H -1.230831 2.553479 4.534629
39 H -2.780558 1.734865 4.359743
40 H -1.773280 0.327007 5.830524
41 H -1.037490 -1.700273 4.644445
42 H -1.295202 -0.974695 3.125925
43 H -3.196689 -2.179693 2.520278
44 H -4.326811 -2.734977 3.692791
45 H -2.568616 -3.236263 3.780993
46 H 0.644551 -0.153087 5.683177
47 H 0.389904 1.373387 5.378822
48 C 3.376066 -3.433998 -0.216668
49 C 3.637858 -3.314787 1.304458
50 C 4.345711 -4.551599 1.812919
51 O 4.270636 -4.720665 3.223595
52 C 4.976327 -5.855625 3.656291
53 N 4.307427 -2.010212 1.617277
54 H 2.925286 -2.499453 -0.549185
55 H 2.623032 -4.222323 -0.350993
56 H 4.222235 -3.732494 -0.840707
57 H 2.615117 -3.345013 1.692395
58 H 5.380527 -4.615241 1.448969
59 H 3.779831 -5.388165 1.374070
60 H 6.047252 -5.652558 3.516886
61 H 4.748452 -6.797689 3.144155
62 H 4.783478 -5.972821 4.722349
63 H 3.934081 -1.448998 0.844731
64 H 5.165472 -2.161186 1.049092
65 C -4.729708 0.756794 -0.160021
66 C -5.045123 0.654415 1.326667
67 C -5.816235 -0.607280 1.674159
68 O -7.090257 -0.754640 1.105170
69 C -8.073764 0.132112 1.535132
70 N -3.752018 0.608405 2.044089
71 H -4.029528 -0.030131 -0.470237
72 H -4.256690 1.698997 -0.438362
73 H -5.583775 0.580459 -0.820745
74 H -5.549304 1.596136 1.569280
75 H -5.912779 -0.653344 2.773714
76 H -5.193290 -1.460979 1.403480
77 H -9.037614 -0.266133 1.205621
78 H -8.040935 1.120556 1.058330
79 H -8.125561 0.239514 2.625333
80 H -3.004858 0.370462 1.401141
81 H -3.761660 -0.117824 2.766980
82 C -1.385565 -2.816491 -7.492883
83 C -1.434091 -1.427147 -6.852357
84 C -2.828803 -1.147945 -6.328208
85 O -3.569169 -0.375226 -7.267935
86 C -4.848922 -0.053256 -6.744140
87 N -0.402883 -1.316202 -5.793137
88 H -1.937372 -2.754628 -8.433979
89 H -1.806499 -3.552322 -6.810139
90 H -0.361850 -3.109937 -7.727469
91 H -1.215733 -0.685260 -7.629222
92 H -2.938565 -0.633112 -5.362417
93 H -3.344366 -2.104955 -6.150105
94 H -5.445332 0.210449 -7.625057
95 H -4.823142 0.836182 -6.111974
96 H -5.323049 -0.959582 -6.356659
97 H -0.684577 -0.531577 -5.206128
98 H 0.446241 -1.003908 -6.254455
99 C 1.204907 -4.137851 4.607507
100 C 1.795338 -2.809013 5.061450
101 C 1.539598 -2.530536 6.527759
102 O 2.204903 -1.363617 6.960972
103 C 2.145186 -1.205662 8.352802
104 N 3.265075 -2.707678 4.741914
105 H 1.839971 -4.946084 4.981760
106 H 1.402616 -4.182524 3.531049
107 H 0.125533 -4.214438 4.726993
108 H 1.390011 -1.971298 4.481753
109 H 1.931616 -3.396101 7.094779
110 H 0.464453 -2.481212 6.766610
111 H 2.967041 -0.547241 8.652004
112 H 2.366119 -2.146152 8.872269
113 H 1.220918 -0.723621 8.690292
114 H 3.449109 -3.602379 4.240488
115 H 3.710289 -2.937914 5.640196
116 C 1.772069 2.145305 1.971263
117 C 2.750186 0.979249 2.069108
118 C 4.192453 1.476010 2.178831
119 O 5.115311 0.442984 2.477490
120 C 6.359555 0.897196 2.016993
121 N 2.501936 -0.005925 3.177015
122 H 0.867163 1.761190 1.481834
123 H 2.162550 2.896415 1.273763
124 H 1.405217 2.616835 2.885422
125 H 2.702545 0.443149 1.114226
126 H 4.283773 2.216665 2.997819
127 H 4.354909 2.082673 1.274334
128 H 7.190331 0.252330 2.292984
129 H 6.486209 1.969320 2.200074
130 H 6.362777 0.848803 0.912543
131 H 1.957223 0.634065 3.772307
132 H 1.646504 -0.460048 2.801653
133 C -0.016512 3.792572 -8.188258
134 C 0.288018 2.756477 -7.123582
135 O 1.339144 3.158917 -6.269828
136 H -0.865067 3.528172 -8.822688
137 H 0.802308 4.124829 -8.831127
138 H -0.294792 4.724937 -7.680169
139 H 0.538962 1.795463 -7.572840
140 H -0.612794 2.668851 -6.509808
141 H 1.018068 3.625070 -5.489677
142 C 3.801917 1.572781 -2.591804
143 C 3.580078 0.254717 -1.895011
144 O 4.445428 0.097260 -0.744139
145 H 3.455968 2.391622 -1.964601
146 H 3.235940 1.632863 -3.523002
147 H 4.866546 1.712018 -2.793154
148 H 3.705923 -0.667391 -2.473617
149 H 2.578567 0.170208 -1.470681
150 H 5.345279 0.016883 -1.077127
151 C 0.245967 -5.533170 -3.046940
152 C 0.134419 -4.032653 -3.204253
153 O 0.498471 -3.709504 -4.526360
154 H -0.052827 -5.881306 -2.050061
155 H 1.201218 -6.016712 -3.238333
156 H -0.544303 -5.966725 -3.670629
157 H 0.829752 -3.547585 -2.501502
158 H -0.870548 -3.711596 -2.912575
159 H 0.213263 -2.804424 -4.776330
160 C -2.603418 3.226547 1.616061
161 C -2.337254 4.498341 2.426511
162 O -1.995895 5.584414 1.553493
163 H -2.933596 3.461523 0.607164
164 H -3.375489 2.702123 2.176787
165 H -1.674931 2.667774 1.517652
166 H -1.545937 4.292632 3.156725
167 H -3.212395 4.782678 3.021128
168 H -1.805011 6.360631 2.088564

Cartesian forces, eV/Å:
O -0.2 -0.9 0.5
C 0.1 0.7 -0.1
O -0.2 0.2 -0.4
B 0.1 0.5 0.3
O 0.4 0.8 0.2
C 0.1 -0.8 -0.7
O -0.6 -0.2 -0.3
O 0.6 -0.3 0.2
C -0.6 -0.2 -0.2
O 0.3 0.2 -0.2
C 0.7 -0.1 0.3
O -0.1 -0.6 -0.1
O -0.3 0.3 -0.1
C 0.5 0.3 -0.4
C 0.4 0.3 0.4
C 0.5 0.3 -0.2
O 0.2 -0.6 -0.2
C -0.1 1.4 0.3
N 0.6 0.3 -0.9
H -0.1 0.0 0.2
H -0.3 -0.3 0.2
H 0.0 0.0 -0.2
H -0.1 0.0 0.2
H -0.6 -0.3 0.1
H -0.2 0.1 -0.1
H -0.2 -0.5 -0.3
H 0.0 -0.3 0.0
H 0.2 -0.3 0.2
H 0.0 -0.4 -0.4
H -0.7 0.0 0.4
C 0.4 -0.6 0.3
C -1.4 0.3 -0.3
C 1.3 -1.8 0.1
O -0.9 0.6 0.5
C 0.6 0.5 -1.2
N -0.7 0.6 1.3
H -0.2 0.2 0.1
H 0.1 -0.1 0.1
H -0.1 0.1 -0.4
H 0.6 0.0 0.3
H 0.1 0.1 0.0
H -0.2 0.6 -0.1
H 0.2 -0.3 0.0
H 0.0 0.1 0.7
H -0.2 -0.1 0.2
H -0.1 -0.3 -0.3
H 0.5 0.0 -0.3
C -0.5 -1.0 0.5
C -0.2 0.6 -0.4
C -0.7 -0.4 -0.3
O 0.2 -0.6 -0.8
C 0.7 0.4 0.2
N 0.4 -1.8 -2.1
H 0.2 0.0 -0.2
H 0.0 0.1 -0.2
H 0.2 0.4 0.1
H 0.2 0.4 0.6
H 0.1 0.1 0.2
H 0.3 -0.1 -0.1
H 0.0 -0.3 0.1
H -0.4 0.2 -0.2
H 0.0 0.0 0.0
H -0.6 0.9 0.9
H 0.5 0.0 1.0
C -0.2 -0.7 -0.7
C 1.1 0.1 -0.9
C -0.1 0.5 0.9
O 0.1 -0.4 -0.5
C -0.9 0.3 -0.2
N -0.7 -0.9 0.4
H -0.2 0.1 0.4
H -0.2 -0.1 0.2
H -0.3 0.3 0.3
H -0.4 -0.3 0.5
H 0.0 0.1 0.0
H -0.2 -0.1 -0.4
H 0.1 -0.2 0.1
H 0.5 0.0 0.2
H 0.3 0.0 0.0
H 0.0 0.1 -0.1
H 0.0 0.5 -0.1
C 0.1 0.5 -0.2
C 0.6 -0.2 0.0
C -1.0 0.1 0.4
O 0.1 -0.2 0.2
C 0.0 -0.1 -1.7
N -0.6 0.4 -0.1
H -0.2 -0.4 0.1
H 0.0 -0.1 -0.1
H 0.0 0.0 0.1
H -0.3 0.1 0.0
H 0.9 0.1 0.0
H -0.1 0.0 -0.2
H 0.0 0.1 0.1
H 0.0 -0.4 0.5
H 0.0 0.3 0.6
H 0.4 -0.1 0.0
H 0.1 -0.1 0.2
C 0.8 0.6 -0.9
C 0.7 1.4 -0.5
C 0.1 -0.8 0.2
O -0.2 0.1 -0.1
C 0.8 0.4 0.2
N -0.9 -2.1 1.2
H -0.6 -0.2 0.5
H -0.3 0.0 0.0
H 0.0 -0.3 0.4
H -0.5 -0.3 0.0
H 0.0 0.1 0.1
H 0.0 0.1 -0.2
H -0.1 0.1 -0.2
H -0.5 -0.1 0.0
H -0.2 -0.4 0.0
H 0.1 1.4 0.1
H 0.3 0.5 -0.1
C -0.6 -0.3 -1.0
C 1.3 -0.9 0.5
C -1.1 0.7 1.0
O 0.3 0.9 -0.7
C -0.2 -0.2 -1.5
N -2.1 2.1 -1.1
H 0.0 0.1 0.1
H 0.0 0.2 0.2
H 0.6 -0.1 0.3
H 0.0 0.0 0.1
H -0.2 0.0 0.1
H 0.7 -0.6 -0.2
H -0.1 0.1 0.7
H 0.5 -0.1 0.6
H 0.0 0.0 -0.1
H 0.7 -0.6 0.7
H 1.1 -0.4 0.4
C -0.2 1.1 0.0
C -0.4 0.6 0.3
O 0.8 -0.1 -0.2
H 0.0 -0.2 0.0
H 0.3 -0.6 0.0
H -0.2 -0.1 0.1
H 0.1 -0.1 0.1
H -0.1 -0.5 -0.2
H -0.2 0.0 0.0
C -0.1 -0.1 -0.2
C 0.0 -0.9 1.1
O -0.1 0.3 -0.3
H 0.1 0.0 0.1
H 0.1 -0.1 -0.1
H 0.0 0.1 -0.1
H 0.0 0.4 -0.6
H -0.1 0.2 -0.1
H 0.0 0.0 0.1
C -1.3 -0.7 0.5
C 1.0 -0.1 0.5
O -0.2 0.1 -0.2
H 0.1 0.4 0.2
H 0.2 0.4 -0.4
H 0.4 -0.2 -0.3
H -0.1 0.1 0.0
H -0.1 0.0 -0.3
H -0.1 -0.2 0.0
C 0.1 1.4 0.5
C -0.1 -0.1 -0.1
O 0.2 0.1 0.5
H -0.3 0.1 0.0
H 0.4 -0.4 -0.5
H -0.2 -0.3 0.0
H 0.1 0.2 -0.2
H -0.1 0.0 -0.2
H 0.0 0.0 0.0